(1)
Here is C13H25BN2O4 in the gas phase in a non-equilibrium geometry from the Open Molecules 2025 dataset. Energies are from the ωB97M-V functional and the def2-TZVPD basis.

Output
**Energy above the lowest of the compared OMol25 structures with the same formula, charge and spin**: 2.881 eV
**Energy**: -945.7270 a.u.
**Maximum force**: 3.83 eV/Å
**Orbital gap**: 9.30 eV
**SMILES string**: CCC(CC)O[C@@H]1C=C(B(O)O)C[C@H](N)[C@H]1NC(C)=O

Bonds (Å) are listed after each position.
Geometry (Å):
1 C -2.99 0.10 1.26  C2 1.518, H21 1.059, H22 1.107, H23 1.082
2 C -1.85 1.10 1.16  C1 1.518, C3 1.543, H24 1.136, H25 1.125
3 C -1.27 1.04 -0.27  C2 1.543, C4 1.558, O6 1.448, H26 1.116
4 C -2.22 1.77 -1.26  C3 1.558, C5 1.455, H27 1.078, H28 1.141
5 C -2.09 3.22 -1.17  C4 1.455, H29 1.122, H30 1.138, H31 1.091
6 O 0.06 1.60 -0.35  C3 1.448, C7 1.452
7 C 1.08 0.59 -0.55  O6 1.452, C8 1.546, C16 1.555, H32 1.113
8 C 1.06 -0.01 -1.97  C7 1.546, C9 1.338, H33 1.070
9 C 1.36 -1.29 -2.20  C8 1.338, B10 1.577, C13 1.518
10 B 1.18 -1.63 -3.73  C9 1.577, O11 1.443, O12 1.412
11 O 2.19 -1.48 -4.75  B10 1.443, H34 0.980
12 O -0.19 -1.82 -4.02  B10 1.412, H35 0.977
13 C 1.83 -2.29 -1.15  C9 1.518, C14 1.580, H36 1.067, H37 1.077
14 C 2.16 -1.56 0.21  C13 1.580, N15 1.459, C16 1.556, H38 1.071
15 N 2.35 -2.39 1.40  C14 1.459, H39 1.007, H40 1.035
16 C 1.07 -0.50 0.56  C7 1.555, C14 1.556, N17 1.528, H41 1.071
17 N 1.31 0.03 1.97  C16 1.528, C18 1.382, H42 1.053
18 C 0.57 -0.27 3.10  N17 1.382, C19 1.513, O20 1.239
19 C 0.53 0.70 4.26  C18 1.513, H43 1.081, H44 1.101, H45 1.107
20 O -0.01 -1.35 3.32  C18 1.239
21 H -3.87 0.40 0.76  C1 1.059
22 H -2.76 -0.86 0.76  C1 1.107
23 H -3.31 -0.16 2.26  C1 1.082
24 H -2.31 2.13 1.26  C2 1.136
25 H -0.97 0.94 1.84  C2 1.125
26 H -1.20 -0.05 -0.50  C3 1.116
27 H -1.96 1.42 -2.25  C4 1.078
28 H -3.28 1.43 -1.01  C4 1.141
29 H -1.08 3.58 -1.48  C5 1.122
30 H -2.78 3.75 -1.90  C5 1.138
31 H -2.41 3.67 -0.24  C5 1.091
32 H 2.07 1.07 -0.42  C7 1.113
33 H 0.76 0.57 -2.82  C8 1.070
34 H 3.04 -1.19 -4.36  O11 0.980
35 H -0.49 -2.15 -4.89  O12 0.977
36 H 2.69 -2.86 -1.40  C13 1.067
37 H 1.02 -2.99 -1.04  C13 1.077
38 H 3.07 -0.99 0.17  C14 1.071
39 H 2.41 -3.39 1.32  N15 1.007
40 H 1.49 -2.33 1.96  N15 1.035
41 H 0.14 -1.02 0.66  C16 1.071
42 H 2.00 0.82 2.06  N17 1.053
43 H -0.37 1.29 4.19  C19 1.081
44 H 0.57 -0.01 5.11  C19 1.101
45 H 1.40 1.37 4.13  C19 1.107

Löwdin population analysis, charges in e, atoms 1 to 5:
1 C -0.0978
2 C -0.1752
3 C -0.3482
4 C -0.2140
5 C -0.1365



(2)
Here is C5H9N in the gas phase from the Open Molecules 2025 dataset. Energies are from the ωB97M-V functional and the def2-TZVPD basis.

Output
**Energy above the lowest of the compared OMol25 structures with the same formula, charge and spin**: 2.214 eV
**Energy**: -250.5856 a.u.
**Maximum force**: 0.57 eV/Å
**Orbital gap**: 10.61 eV
**SMILES string**: C1CC1N1CC1

Bonds (Å) are listed after each position.
Geometry (Å):
1 C -1.62 0.98 0.07  C2 1.504, C3 1.504, H7 1.088, H8 1.085
2 C -1.79 -0.50 -0.08  C1 1.504, C3 1.508, H9 1.085, H10 1.091
3 C -0.47 0.06 0.37  C1 1.504, C2 1.508, N4 1.435, H11 1.095
4 N 0.60 0.01 -0.58  C3 1.435, C5 1.452, C6 1.445
5 C 1.65 -0.96 -0.34  N4 1.452, C6 1.488, H12 1.091, H13 1.090
6 C 1.85 0.48 -0.03  N4 1.445, C5 1.488, H14 1.088, H15 1.086
7 H -1.57 1.58 -0.84  C1 1.088
8 H -2.11 1.47 0.90  C1 1.085
9 H -2.43 -1.03 0.62  C2 1.085
10 H -1.87 -0.88 -1.10  C2 1.091
11 H -0.12 -0.01 1.40  C3 1.095
12 H 1.59 -1.63 0.52  C5 1.091
13 H 2.02 -1.44 -1.25  C5 1.090
14 H 2.45 1.13 -0.67  C6 1.088
15 H 1.81 0.74 1.02  C6 1.086

Löwdin population analysis, charges in e, atoms 1 to 5:
1 C -0.1109
2 C -0.1062
3 C -0.3405
4 N -0.0976
5 C -0.1352



(3)
Here is a gas-phase ion, C8H9N2O2 (charge +1) in a non-equilibrium geometry from the Open Molecules 2025 dataset. Energies are from the ωB97M-V functional and the def2-TZVPD basis.

Output
**Energy above the lowest of the compared OMol25 structures with the same formula, charge and spin**: 5.707 eV
**Energy**: -569.7958 a.u.
**Charge**: +1
**Maximum force**: 5.66 eV/Å
**Orbital gap (spin up / spin down)**: 7.74 / 7.73 eV
**SMILES string**: O=Nc1ccc([C@@H]2[NH2+][C@H]2O)cc1

Bonds (Å) are listed after each position.
Geometry (Å):
1 O -0.52 -4.02 2.78  N2 1.195
2 N -1.27 -3.28 2.23  O1 1.195, C3 1.388
3 C -0.77 -2.17 1.55  N2 1.388, C4 1.435, C12 1.398
4 C -1.79 -1.16 1.46  C3 1.435, C5 1.411, H13 1.129
5 C -1.59 0.03 0.73  C4 1.411, C6 1.444, H14 1.055
6 C -0.32 0.17 0.05  C5 1.444, C7 1.440, C11 1.379
7 C -0.17 1.31 -0.82  C6 1.440, N8 1.607, C9 1.727, H15 1.079
8 N 0.91 1.17 -2.00  C7 1.607, C9 1.570, H16 1.082, H17 1.062
9 C 1.31 2.20 -0.88  C7 1.727, N8 1.570, O10 1.329, H18 1.151
10 O 1.07 3.46 -1.21  C9 1.329, H19 0.983
11 C 0.61 -0.84 0.12  C6 1.379, C12 1.390, H20 1.071
12 C 0.36 -2.06 0.74  C3 1.398, C11 1.390, H21 1.174
13 H -2.81 -1.36 1.90  C4 1.129
14 H -2.37 0.73 0.60  C5 1.055
15 H -1.01 1.94 -1.07  C7 1.079
16 H 1.37 0.19 -2.04  N8 1.082
17 H 0.36 1.55 -2.82  N8 1.062
18 H 2.34 1.86 -0.51  C9 1.151
19 H 1.80 4.03 -0.88  O10 0.983
20 H 1.35 -0.84 -0.66  C11 1.071
21 H 1.14 -2.93 0.74  C12 1.174

Löwdin population analysis, charges in e, atoms 1 to 5:
1 O 0.0686
2 N -0.0207
3 C -0.2453
4 C 0.0294
5 C 0.0212